Formula: C45H76B2N16O6P
Source: the Open Molecules 2025 dataset
Level of theory: ωB97M-V/def2-TZVPD

```
146
Properties=species:S:1:pos:R:3:forces:R:3:lowdin_charge:R:1
C 3.58953 -3.18967 -1.72865 -0.02 -0.35 0.28 -0.093
H -7.06845 -0.61826 3.94587 0.09 -0.08 -0.08 0.083
H 8.17758 1.11521 6.63431 0.01 -0.01 -0.11 0.074
H -8.44024 4.93385 -6.71015 0.01 -0.13 -0.06 0.085
H 1.77068 -0.33595 -4.29046 -0.45 1.07 1.00 0.071
N -4.46515 -2.21951 2.93414 -3.59 1.43 0.17 0.116
H 5.43347 -9.54157 -2.15588 -0.07 0.12 -0.03 0.082
C 3.04524 -4.42992 -0.86532 -0.06 -0.37 -0.08 -0.202
H -1.60148 -1.47514 1.38051 -1.11 0.68 -1.09 0.110
H 9.74954 1.13721 5.80447 -0.13 0.00 -0.06 0.082
C -1.67809 -2.61092 -1.32607 -2.70 2.44 -2.19 0.033
C 1.43755 -4.55055 -0.85047 1.30 -1.05 0.60 -0.200
C -2.40328 -0.92960 0.78374 -0.86 1.02 -1.11 -0.106
C -3.08601 -2.19215 -3.64690 0.27 1.65 4.80 0.035
H 0.26452 -4.04088 -5.52517 0.12 0.45 1.46 0.087
H 3.79687 -2.32530 -0.99291 -0.33 -1.26 -1.47 0.059
H 8.71051 2.57895 5.77751 -0.03 -0.12 -0.07 0.080
C -4.59000 4.35407 -8.23161 -0.76 2.31 0.75 -0.222
C 0.19698 -3.54750 -4.49915 -0.15 0.62 0.37 -0.007
H 4.50144 -1.73315 2.16583 -1.65 0.05 -0.48 0.069
C -0.03225 5.41827 -0.78360 -0.81 0.35 0.39 -0.062
H 0.67257 2.74537 9.03978 -0.01 0.11 -0.09 0.082
H 3.58040 -0.50887 0.04925 -1.30 0.40 1.36 0.108
H 5.87574 -0.30530 5.07817 -0.09 -0.19 -0.06 0.031
H 0.08488 -2.41581 -4.67733 0.16 -1.64 0.25 0.070
H -0.46616 -5.98900 -3.60157 -1.10 0.36 -0.20 0.117
C -0.56616 -3.39860 -0.47269 -1.27 -0.96 -0.49 -0.157
C -7.93092 4.49462 -7.56995 -0.06 -0.83 0.12 -0.065
H -2.95690 1.25204 1.20478 1.29 -1.01 -0.87 0.117
H -6.93046 4.92894 -7.65493 -0.46 -0.16 0.08 0.001
H -5.41052 2.46266 -4.87430 -0.06 -0.06 0.10 0.077
H 1.30529 4.33391 9.52523 -0.08 -0.01 -0.12 0.081
H 4.55006 -3.49585 -2.27203 -1.34 0.54 0.89 0.075
C -4.25660 4.45680 -0.70780 -0.80 0.27 -0.42 -0.087
H -4.72133 -0.53937 -3.40848 1.44 -0.90 1.32 0.116
C 6.46754 -2.14698 9.51355 0.46 2.48 -0.27 -0.256
H 3.28562 0.51904 1.58994 -0.88 -0.97 -1.08 0.121
C 4.77764 -7.56906 -2.63384 0.47 2.50 -0.26 -0.228
H 4.23858 -9.45642 -3.46879 0.05 0.11 0.07 0.079
C 1.16802 -0.01872 -2.14668 0.24 -0.94 -2.08 -0.268
P 0.80914 0.89266 0.28706 1.14 3.02 0.29 0.706
C 8.06248 0.99250 4.50723 -1.02 -0.79 -2.16 -0.250
C -5.31813 5.07767 -1.56467 -1.79 1.02 -1.42 -0.237
N 6.68967 -0.99421 9.38314 -0.71 -3.69 0.31 0.097
H -5.40625 -2.93412 -5.79086 0.47 -0.55 0.47 0.088
C 5.10035 -2.26941 4.75522 -0.37 -1.94 -1.31 -0.240
N -4.52973 -3.46383 -5.62609 1.14 0.97 -0.44 0.120
C -2.56089 -1.45853 -0.72220 0.63 -1.54 -1.17 -0.039
H -8.49768 4.72323 -8.47417 0.02 -0.12 0.09 0.086
H 2.07725 -1.04671 6.31599 -0.10 -0.13 0.05 0.006
C 6.18605 -3.61023 9.67897 0.21 0.85 -0.09 -0.076
C -2.10399 0.67342 0.67865 -0.05 0.55 0.54 -0.223
H -4.59090 2.68166 -9.55540 0.01 0.08 0.11 0.085
B -1.05080 -4.11027 -3.58921 0.59 -0.75 -0.27 -0.400
H 2.01532 8.15091 -2.45202 0.02 -0.09 -0.08 0.075
O -1.31183 -5.50763 -3.42795 1.41 2.48 0.17 0.099
H -3.41320 -1.02592 1.34993 1.84 -0.24 -1.11 0.080
H 1.10334 -5.29509 -1.66881 0.30 1.35 0.93 0.121
H -6.37632 3.64785 -3.96624 0.05 -0.10 0.15 0.055
H 0.85050 6.03244 -0.60035 -0.11 -0.06 0.02 0.077
H -0.84031 -4.51915 -0.58645 0.08 1.76 0.19 0.141
C 2.96689 -0.41721 1.02495 2.60 -1.65 1.08 -0.271
H 0.56651 -1.87693 6.74327 0.13 -0.02 0.04 0.077
H 3.72585 -9.21870 -1.78358 0.09 0.08 -0.05 0.078
H -2.07010 1.02571 -0.40620 -0.10 -0.55 1.42 0.094
H 0.50497 0.98515 -4.13063 1.37 -0.44 0.91 0.080
C 2.28308 7.78617 -3.44503 -0.08 -0.91 -0.04 -0.060
H 0.03305 3.91819 5.37788 0.05 -0.17 -0.18 0.020
H 0.59240 -1.00518 -2.27788 1.09 1.27 0.47 0.100
H -0.82604 2.20071 1.74594 0.53 -1.45 -0.71 0.087
H 2.82752 -1.46723 2.97814 1.10 -0.42 -1.44 0.075
H -4.03109 5.10744 0.13756 -0.04 0.01 -0.20 0.043
C -5.56114 -1.78105 2.98376 2.34 -0.97 -0.07 -0.226
C -0.73703 1.12202 1.39108 -0.73 -1.65 -0.17 -0.200
H -0.59350 0.41155 2.29368 -0.03 1.37 -1.27 0.107
N 4.97552 -6.40955 -2.73787 -0.64 -3.79 0.27 0.126
H 2.32764 1.27897 -3.62208 -1.70 -0.87 -0.10 0.091
H -0.37403 2.99920 3.91069 0.10 -0.05 0.10 0.060
H -4.60189 3.49127 -0.33266 -0.10 0.07 -0.14 0.057
C -6.05717 1.79798 -2.95377 0.30 -1.14 2.12 -0.210
N -3.59130 -0.78755 -1.50076 2.01 -2.78 -1.43 0.095
H 5.90613 -4.04378 8.71767 -0.04 0.12 0.09 0.066
H -2.98574 3.14509 -8.94860 -0.12 0.08 0.04 0.081
H -7.16755 2.24405 -4.71914 0.12 -0.08 0.08 0.057
H 1.94717 3.52573 8.07790 -0.13 0.03 0.00 0.075
N 2.93290 -3.56610 8.13373 -1.77 2.17 -2.37 0.115
H 2.19309 -0.19581 -1.66243 -1.65 0.17 -0.56 0.109
C 8.71727 1.48802 5.76170 -0.40 -0.31 -0.76 -0.056
N -7.73702 1.84005 -7.25416 -0.13 3.72 -0.39 0.105
H 3.45818 -4.36246 0.21297 -0.81 0.00 -1.74 0.106
B -3.46075 -2.49759 -5.19843 -0.12 0.23 -1.87 -0.478
N 2.03280 5.11911 -3.53481 0.29 3.79 0.14 0.116
H 1.57439 -2.49244 5.41496 0.08 -0.05 0.13 0.072
H 1.16633 -3.66328 -3.88120 -1.33 -0.02 -1.11 0.074
O 0.77119 -3.25162 -0.99708 -0.88 -1.33 0.64 -0.195
O 1.66099 2.15583 0.46927 -1.52 -3.02 -0.25 -0.334
H -0.63788 -3.17980 0.64977 0.19 0.02 -1.65 0.136
N 7.54579 0.60160 3.52001 1.62 1.26 3.18 0.117
C 0.43793 3.29730 4.57561 0.44 -0.66 0.31 -0.051
C 1.09340 2.08216 5.15703 1.10 -2.04 0.90 -0.215
C 4.52770 -9.04136 -2.50205 0.16 0.90 -0.08 -0.061
C -4.03854 3.03539 -8.68350 -0.31 0.81 0.25 -0.054
C -1.23709 6.05255 -0.15766 -2.00 1.13 1.04 -0.234
N 4.87150 -3.18820 4.05007 0.77 2.82 2.44 0.122
H 2.91297 -2.61958 1.55611 1.01 1.17 0.51 0.063
C 3.38202 -1.66898 1.98204 -1.61 1.12 -0.15 -0.090
H 3.31401 8.06933 -3.66270 -0.09 -0.10 0.02 0.081
C -6.95197 -1.22499 3.04654 0.83 -0.35 -0.01 -0.057
H -4.13007 2.30089 -7.88187 -0.06 0.11 -0.06 0.067
N -6.15560 5.56386 -2.24070 2.68 -1.66 2.09 0.118
C 0.00503 4.37402 7.83488 -1.84 1.21 -1.29 -0.240
C 1.59196 -2.01948 6.39853 0.58 -0.66 0.68 -0.084
H -2.59755 -0.86400 -5.89797 0.49 -1.19 -0.44 0.107
H 5.36761 -3.75405 10.38572 0.05 0.10 -0.13 0.077
H -7.14307 -0.60381 2.16998 0.08 -0.08 0.06 0.078
C 1.04992 3.70135 8.67357 -0.63 0.42 -0.48 -0.058
H -4.29796 -3.84140 -6.56990 -0.19 0.47 0.84 0.087
N 1.61117 1.12489 5.61542 -1.64 3.14 -1.46 0.132
C -7.82419 3.01041 -7.39563 0.13 -2.44 0.25 -0.251
N -5.89105 1.17652 -1.96269 -0.31 1.91 -3.10 0.123
C 1.44015 0.54373 -3.63693 0.42 -0.12 0.48 -0.074
O 1.53288 -0.54994 0.81146 -0.91 2.81 -1.30 -0.274
O -2.75834 -1.77976 -6.23980 -1.24 0.11 2.43 0.080
H 2.82173 -2.86891 -2.52071 1.14 -0.36 1.23 0.060
H 0.13014 4.42627 -0.35652 0.06 0.08 -0.01 0.061
C 2.34233 -2.88658 7.37106 1.17 -1.43 1.49 -0.241
H 1.16798 3.87728 4.00816 0.00 -0.16 0.03 0.090
H 4.46661 -0.71554 6.07990 0.05 -0.11 -0.05 0.062
H 1.15649 -5.06653 0.14852 0.25 1.03 -1.46 0.137
C 2.14308 6.29418 -3.49521 -0.20 -2.55 -0.13 -0.252
H 1.62376 8.24549 -4.18318 0.05 -0.11 0.06 0.081
C -1.95507 -2.95103 -2.83976 -2.08 1.77 1.93 0.089
H 7.07515 -4.11951 10.05459 -0.04 0.15 -0.03 0.076
N -5.02511 5.39380 -7.87718 1.78 -3.40 -1.18 0.126
H 3.45035 -5.43722 -1.28688 -0.78 1.91 0.68 0.070
N -2.19479 6.54641 0.32503 3.12 -1.55 -1.48 0.121
H -4.15710 -0.04982 -1.03104 0.37 -0.68 -0.67 0.112
H 6.05888 -1.40768 6.46034 -0.10 -0.04 -0.07 0.062
H -3.34835 4.30743 -1.29337 -0.11 0.09 0.02 0.066
H -0.18044 5.32172 -1.86028 0.01 0.03 0.12 0.061
N -0.81858 4.90383 7.17381 2.68 -1.73 2.19 0.119
C 5.39428 -1.09877 5.65122 -0.23 -0.78 -0.57 -0.049
C -3.88012 -1.11448 -2.88014 2.37 -2.12 -0.03 0.043
H -7.67643 -2.04055 3.07035 0.14 0.04 -0.01 0.084
C -6.26631 2.58871 -4.20911 -0.01 -0.43 0.77 -0.052
O 0.31095 0.86296 -1.35792 1.23 -1.25 2.65 -0.262
```
Forces are in eV/Å.

Max |F| = 0.099 Eh/bohr
Total charge = +1
Molar mass = 989.807 g/mol
E_LUMO = -3.64 eV

***

Formula: C4H10NO
Source: the Open Molecules 2025 dataset
Level of theory: ωB97M-V/def2-TZVPD

```
16
Properties=species:S:1:pos:R:3:forces:R:3:lowdin_charge:R:1
H -2.62627 -1.21630 0.87913 0.08 0.00 0.06 0.124
H 1.38836 1.28083 0.14533 -0.22 -0.11 0.02 0.141
C -0.95298 -0.19641 0.17347 5.74 -0.16 0.63 -0.056
H -2.23300 -1.50171 -0.80480 0.06 0.05 -0.05 0.129
H -1.06539 1.65301 1.15623 -0.01 -0.06 0.07 0.131
H -2.27342 1.39358 -0.11277 0.00 -0.04 -0.02 0.119
C -1.78830 -1.35836 0.18812 -0.09 -0.68 0.10 -0.006
H -0.58131 1.77071 -0.52581 -0.06 -0.08 -0.08 0.108
C 2.87476 -0.20983 -0.02158 0.43 -0.38 -0.28 -0.027
H -1.22642 -2.25402 0.44487 -0.02 -0.02 0.02 0.114
C -1.23403 1.21819 0.16179 0.18 0.36 -0.01 -0.013
H 2.95051 -1.23382 0.34328 0.05 0.12 0.04 0.104
N 1.62333 0.33675 0.43996 -0.39 0.57 0.22 -0.066
H 3.68401 0.38188 0.39774 -0.02 0.05 0.03 0.104
H 2.94935 -0.22016 -1.11408 -0.06 0.04 0.08 0.103
O 0.64567 -0.56489 0.39053 -5.65 0.36 -0.84 -0.008
```
Forces are in eV/Å.

Relative energy (zero: lowest compared OMol25 entry of this formula, charge and spin) = 4.807 eV
Max |F| = 0.112 Eh/bohr
Total charge = +1
Molar mass = 88.130 g/mol
E_LUMO (spin up / spin down) = -5.24 / -6.12 eV

***

Formula: C29H43F5N6O5S2Sb2TeW
Source: the Open Molecules 2025 dataset
Level of theory: ωB97M-V/def2-TZVPD

```
94
Properties=species:S:1:pos:R:3:forces:R:3:lowdin_charge:R:1
C -0.77647 1.44952 -5.26546 -0.09 -0.14 0.11 -0.474
C 0.88886 0.29171 4.56310 0.03 0.03 0.07 -0.355
F -3.11796 -1.59387 -2.50038 0.74 0.40 0.20 -0.550
C -1.75266 4.72568 2.21864 0.10 -0.05 -0.03 -0.014
C 6.63058 -0.53899 -0.32524 -0.03 0.01 0.04 -0.061
H 4.81784 0.42336 -1.76062 0.02 0.01 -0.03 0.009
C 3.74982 2.66852 0.24437 -0.38 -0.10 0.36 -0.240
C 5.57609 -1.13506 0.35952 0.10 -0.15 -0.12 -0.284
N -0.30318 -1.20628 -2.77999 1.43 0.24 -0.77 -0.080
C -5.60209 -4.53432 -1.87041 -0.21 -0.07 0.12 -0.115
H -4.01082 -3.49466 -2.84226 0.20 0.09 0.13 0.128
H 5.27120 0.59120 1.56081 -0.05 0.04 0.05 0.068
H 5.97266 -4.28213 -0.90896 0.04 0.00 -0.02 0.119
H 1.93842 -5.07714 0.83155 0.00 0.00 -0.01 0.018
H 0.21942 6.56304 1.73250 0.01 0.00 0.01 0.103
H 1.07627 0.86436 5.45648 0.02 -0.01 -0.01 0.083
N 0.22380 2.14963 1.28584 -0.21 -0.03 -0.18 0.128
C 0.75072 2.11430 -2.28786 0.65 0.46 0.81 -0.526
H -0.14002 3.78466 4.29401 -0.02 0.01 -0.01 0.091
C 0.48387 5.57274 1.36472 -0.03 -0.14 -0.05 -0.015
H 0.98561 -4.16069 2.01658 -0.03 -0.03 0.00 0.011
S -0.15141 -1.06712 4.56265 0.16 0.00 -0.15 1.121
C 0.16550 -1.30041 2.91687 0.10 -0.18 -0.02 -0.497
H -6.78238 -5.29984 -0.24597 -0.01 0.02 0.00 0.131
H 0.10698 3.00288 -4.48280 0.03 -0.14 0.08 0.086
H 7.78422 -3.15110 -2.14715 -0.01 -0.02 0.00 0.117
H 0.08537 -2.14860 -2.82968 -0.16 -0.08 0.29 0.095
H 0.17359 5.49383 0.32283 -0.02 0.04 0.00 0.097
N 0.98135 -0.42600 2.37410 -0.19 0.22 0.07 -0.168
H 2.99735 -4.04858 -1.85335 0.00 -0.04 -0.04 0.018
H -2.25860 3.93209 2.76804 -0.02 0.02 0.01 0.097
H -2.63706 -5.43216 0.35790 0.06 0.11 -0.01 0.145
C 7.43829 -1.25253 -1.19734 -0.04 0.01 -0.06 -0.040
F -1.85259 -2.62088 0.95806 0.41 0.64 -0.57 -0.537
H 1.23502 -4.06633 -2.03029 0.01 -0.02 -0.05 -0.020
O -1.41446 0.94692 -6.14385 0.00 -0.02 0.01 0.160
H -5.87215 -5.37531 -2.51154 0.03 0.02 0.00 0.136
C 2.10332 -3.42544 -1.87907 -0.09 0.40 0.46 -0.265
C 1.39720 0.48320 3.32523 0.20 -0.19 0.00 -0.282
F -1.29447 1.08439 -0.95800 -0.56 0.37 -0.88 -0.423
C 4.72132 -0.28826 1.22840 -0.58 -0.03 0.30 -0.252
H -0.30752 -2.09553 2.35618 -0.15 0.13 -0.05 0.048
O 0.98176 1.92616 -1.00643 0.31 0.19 -1.18 -0.348
C -5.79510 -4.87074 -0.39982 0.18 0.00 -0.04 -0.139
H 0.10753 5.52437 4.11104 0.01 0.01 -0.01 0.102
C 1.19007 -4.29552 0.95699 0.28 0.54 -0.04 -0.253
H -2.12174 4.73482 1.19353 -0.05 0.01 0.02 0.098
H 0.28578 -4.55746 0.41710 -0.07 0.04 0.02 -0.035
O 0.83327 3.17763 -2.84172 -0.05 0.15 -0.38 0.162
F -3.81673 -2.17449 -0.24580 0.76 0.93 -0.30 -0.465
H -6.21917 -3.68215 -2.14852 0.06 0.02 -0.05 0.140
N -3.41147 -5.28457 -0.26808 -0.06 -0.13 0.04 0.067
Sb 2.01785 -2.48173 0.09187 1.38 -2.25 -0.06 1.407
C -0.40118 0.59596 -4.07774 0.33 0.69 -0.22 0.006
H 4.19584 -2.95201 1.98513 -0.07 0.07 -0.06 0.060
C -3.23747 -4.48159 -1.29279 0.15 0.09 -0.14 -0.700
C 4.49128 -3.29328 1.00069 -0.03 -0.21 0.20 -0.058
H 8.26547 -0.76121 -1.69127 -0.01 0.01 -0.01 0.118
H 1.40682 4.40620 3.68040 0.01 0.01 0.02 0.090
H 4.33820 -0.81535 2.10090 -0.02 0.05 0.01 0.051
C 3.73476 0.36995 -1.81393 -0.29 -0.01 0.34 -0.238
F -1.21055 0.13935 1.18501 -0.77 -0.80 0.21 -0.455
N 0.55127 -0.26538 -2.18981 -1.02 1.48 -1.10 -0.058
C -4.72285 -5.85546 0.04718 -0.26 0.02 -0.01 -0.119
H 6.83094 0.51406 -0.15979 0.01 0.00 -0.01 0.122
C 5.37466 -2.54090 0.20056 0.23 0.26 -0.19 -0.295
C 6.15540 -3.22328 -0.76814 -0.12 -0.03 0.15 -0.026
H -4.77217 -6.02662 1.11986 0.07 0.01 0.00 0.136
Te -2.00971 -1.59958 -0.79085 -4.93 -3.78 1.29 1.881
C 0.02739 3.20178 1.69136 0.18 -0.37 -0.08 -0.059
N -4.20088 -4.17449 -2.11837 -0.28 -0.17 -0.16 0.060
O 0.24208 -1.55102 -0.07682 -0.84 -1.68 -0.45 -1.011
C -0.78966 -0.69855 -3.95987 -0.15 -0.33 0.37 0.055
Sb 2.97613 0.64926 0.18815 2.14 0.20 -1.10 1.357
C 7.17221 -2.59862 -1.44749 0.05 0.05 -0.03 -0.053
H 3.82648 3.04120 1.26510 -0.02 0.00 0.00 0.013
H 2.10961 1.25072 3.06076 -0.07 0.08 -0.01 0.093
H 2.22259 -2.70281 -2.68626 0.02 -0.02 -0.02 -0.001
S -1.60155 -3.89196 -1.60193 0.41 0.02 -0.16 0.736
H 3.36785 1.18752 -2.43313 -0.02 -0.04 -0.03 0.022
H 3.10815 3.32460 -0.33926 -0.03 -0.05 0.00 0.013
H -1.99190 5.67975 2.68608 0.04 0.02 -0.01 0.101
C -0.22389 4.52226 2.23627 -0.18 0.52 0.30 -0.567
H -1.42833 -1.28397 -4.60326 0.12 -0.05 -0.06 0.165
W 0.19762 0.28208 -0.07802 1.80 4.23 3.20 1.525
C 0.32602 4.55088 3.67391 -0.05 -0.04 -0.04 -0.021
H 1.56683 5.45960 1.41521 0.01 0.02 0.01 0.089
H 4.74496 2.63775 -0.19656 -0.01 -0.12 -0.02 0.022
O -0.35740 2.69645 -5.28841 -0.02 0.27 -0.15 0.174
C 0.38900 0.85022 -2.94062 -0.51 -1.74 -0.09 -0.102
H 4.45558 -4.36706 0.85221 -0.04 0.02 -0.01 0.075
H 3.44322 -0.59054 -2.23418 0.01 0.02 -0.03 0.000
H -5.70510 -3.95926 0.19201 -0.07 -0.01 0.02 0.120
H -4.83270 -6.81713 -0.45866 0.04 0.01 0.01 0.137
```
Forces are in eV/Å.

Relative energy (zero: lowest compared OMol25 entry of this formula, charge and spin) = 3.142 eV
Max |F| = 0.123 Eh/bohr
Total charge = +2
Spin multiplicity = 3
Molar mass = 1269.784 g/mol
E_LUMO (spin up / spin down) = -6.69 / -6.65 eV